Version w
One molecule with the formula C2H9N3OS, computed with ωB97M-V/def2-TZVPD.

ORCA input file:
```
! RIJCOSX wB97M-V def2-TZVPD def2/J DEFGRID3
* xyz 0 1
C 0.23 -0.29 1.50
C 1.72 -1.30 -0.12
N -2.33 1.20 -0.97
N -1.27 0.30 -1.07
N 1.03 -0.16 0.30
O 0.07 2.20 -0.14
S 0.42 0.94 -0.85
H -0.13 0.63 1.95
H -0.66 -0.91 1.15
H 0.85 -0.83 2.18
H 2.23 -1.06 -1.04
H 2.33 -1.71 0.81
H 1.11 -2.19 -0.44
H -2.55 1.19 0.03
H -1.87 2.04 -1.22
H -1.18 -0.06 -2.06
*
```

=====

Version x
One molecule with the formula C2H9N3OS, computed with ωB97M-V/def2-TZVPD.

ORCA input file:
```
! RIJCOSX wB97M-V def2-TZVPD def2/J DEFGRID3
* xyz 0 1
C 0.77 -0.78 -0.80
C 0.81 0.03 1.47
N -0.59 -0.58 -1.32
N -1.07 1.79 -0.34
N 1.18 0.19 0.13
O 1.22 2.67 0.33
S 0.75 1.73 -0.60
H 0.90 -1.82 -0.35
H -1.05 -0.37 -0.47
H 1.45 -0.63 -1.66
H 1.53 -0.50 2.00
H 0.72 1.03 1.86
H -0.24 -0.59 1.64
H -0.82 -1.46 -1.77
H -1.25 2.64 0.10
H -1.60 1.70 -1.13
*
```

=====

Which is most stable? The ranking, best first, is version x, version w.

=====

Version w
One molecule with the formula C5H5NO2, computed with ωB97M-V/def2-TZVPD.

ORCA input file:
```
! RIJCOSX wB97M-V def2-TZVPD def2/J DEFGRID3
* xyz 0 1
N -2.03 -0.64 -0.04
C -0.70 -0.28 -0.03
C 0.31 -1.19 0.11
C 1.58 -0.46 0.01
O 2.71 -0.88 0.06
C 1.22 0.98 -0.36
O 0.49 1.55 0.82
C -0.27 1.05 -0.29
H -2.63 0.09 0.26
H -2.14 -1.55 0.46
H 0.32 -2.12 0.73
H 1.93 1.69 -0.80
H -0.80 1.76 -0.92
*
```

## Properties
- SMILES: NC1=CC(=O)[C@@H]2O[C@H]12

=====

Version x
A 2-piece molecular cluster, C5H5NO2 overall, computed with ωB97M-V/def2-TZVPD.

ORCA input file:
```
! RIJCOSX wB97M-V def2-TZVPD def2/J DEFGRID3
* xyz 0 1
C 0.22 -2.70 0.71
C -0.45 2.11 -0.32
C -0.01 1.04 0.35
C 3.62 -0.87 -0.33
C -0.65 -0.56 -0.09
N -0.28 -1.75 0.14
O 3.21 -1.37 0.61
O 4.03 -0.37 -1.27
H 0.94 -3.36 0.26
H -0.02 3.10 -0.15
H -1.24 1.97 -1.10
H 0.67 1.02 1.11
H -1.79 -0.40 -0.23
*
```

=====

Which is most stable? The ranking, best first, is version w, version x.

=====

Version w
One molecule with the formula C5H5NO2, computed with ωB97M-V/def2-TZVPD.

ORCA input file:
```
! RIJCOSX wB97M-V def2-TZVPD def2/J DEFGRID3
* xyz 0 1
O 0.09 2.06 0.15
C -0.50 1.00 0.00
C -1.83 0.72 -0.31
C -1.86 -0.57 -0.15
N -0.60 -1.28 -0.04
C 0.24 -0.47 0.13
C 1.74 -0.77 0.06
O 2.35 0.57 -0.36
H -2.71 1.32 -0.06
H -2.83 -1.03 0.21
H 2.09 -1.25 1.04
H 1.94 -1.70 -0.76
H 1.88 1.40 0.08
*
```

## Properties
- SMILES: O=C1C=CN=C1CO

=====

Version x
C5H5NO2 as an isolated structure, computed with ωB97M-V/def2-TZVPD.

ORCA input file:
```
! RIJCOSX wB97M-V def2-TZVPD def2/J DEFGRID3
* xyz 0 1
C 0.39 0.24 -0.47
C 1.14 -0.76 0.39
N -1.25 -0.14 -0.74
C 0.07 -1.38 -1.32
C -0.89 0.73 0.17
C -1.23 1.60 1.11
O 0.73 -1.97 -0.32
O -0.15 -1.76 -2.40
H 0.88 0.94 -1.13
H 0.83 -0.81 1.43
H 2.23 -0.64 0.31
H -0.48 2.23 1.57
H -2.26 1.73 1.39
*
```

=====

Which is most stable? The ranking, best first, is version w, version x.